(1)
109
Properties=species:S:1:pos:R:3:forces:R:3:lowdin_charge:R:1 method="wB97M-V/def2-TZVPD" homo_ev=-6.13 lumo_energy_ha=0.0005 e_above_lowest_kcal_mol=735.0 total_charge=0
C -0.828 -2.144 3.675 -0.68 -3.12 0.02 -0.72
O -1.557 -2.836 4.357 -2.01 -0.94 1.26 0.03
N -1.081 -1.759 2.429 5.06 -9.89 -1.24 -0.01
N 0.368 -1.783 3.942 2.99 -3.67 7.05 0.18
H -0.590 -0.894 2.255 -0.36 -2.79 0.47 0.04
H -1.997 -2.045 2.113 0.91 0.09 0.08 0.09
H 0.867 -1.875 4.815 -0.90 -0.50 0.16 0.12
H 0.769 -1.237 3.192 0.74 -3.37 2.32 -0.18
C 0.557 0.681 3.099 -3.52 -4.46 2.32 -0.68
O 0.877 -0.398 2.584 4.26 8.17 -7.69 0.04
N -0.597 0.791 3.675 3.74 1.84 5.22 0.22
N 1.296 1.677 3.140 4.99 6.09 0.64 0.24
H -0.836 1.618 4.205 0.47 -0.05 -0.15 0.16
H -1.369 0.186 3.435 1.32 -1.60 1.79 -0.05
H 2.213 1.606 2.722 -0.08 0.57 0.19 0.14
H 0.736 2.515 3.198 1.19 0.53 0.07 0.15
C -2.549 0.635 2.529 -4.31 2.78 -1.25 -0.73
O -2.183 -0.477 2.821 -9.35 4.78 2.54 -0.03
N -1.777 1.530 2.056 -3.51 2.93 -0.65 0.18
N -3.779 1.013 2.689 -5.22 0.99 1.56 0.20
H -2.087 2.428 1.715 -0.50 -0.39 -0.12 0.16
H -0.825 1.310 1.801 -0.10 0.86 -0.40 -0.05
H -4.065 1.971 2.834 0.25 -0.14 -0.40 0.13
H -4.431 0.337 3.063 0.16 0.06 0.10 0.14
C -3.129 -1.216 -2.170 -1.19 -0.44 0.85 -0.05
C -3.670 -0.302 -1.039 0.52 -1.56 -0.65 -0.34
C -3.530 -0.901 0.357 -1.29 -1.12 1.35 -0.14
O -4.413 -2.064 0.510 0.27 -0.30 -0.41 -0.16
C -4.051 -2.991 1.542 -0.32 -0.25 -0.90 -0.09
N -2.986 0.970 -1.092 -2.90 0.73 -0.36 0.08
H -2.179 -1.694 -1.930 -0.63 0.38 -0.44 0.06
H -3.051 -0.700 -3.127 -0.29 0.20 0.10 0.08
H -3.911 -1.972 -2.236 0.28 -0.01 -0.44 0.06
H -4.742 -0.296 -1.237 -0.21 0.88 0.16 0.14
H -3.899 -0.263 1.160 -0.02 0.36 -1.20 0.10
H -2.512 -1.170 0.641 -1.18 -0.05 -0.76 0.08
H -4.070 -2.589 2.555 0.31 0.22 0.01 0.10
H -3.118 -3.484 1.269 -0.09 0.29 0.75 0.06
H -4.721 -3.851 1.520 -0.63 0.36 -0.12 0.09
H -2.082 0.819 -0.666 -7.23 -3.33 -0.73 -0.07
H -2.795 1.161 -2.065 0.00 0.24 -0.20 0.08
C 0.554 0.904 -1.414 -1.22 -0.54 -0.82 -0.04
C -0.467 0.782 -0.231 4.84 0.04 0.23 -0.19
C -0.488 -0.664 0.424 -2.22 0.64 -3.16 -0.16
O -1.074 -1.540 -0.547 2.14 -1.07 0.99 -0.22
C -1.127 -2.936 -0.129 -1.34 0.15 0.70 -0.07
N 0.011 1.638 0.860 0.79 -1.44 -1.59 -0.04
H 0.659 -0.108 -1.806 0.01 0.28 -0.59 0.10
H 1.555 1.278 -1.194 -1.92 -1.18 -0.95 0.01
H 0.204 1.607 -2.169 -0.43 -0.23 -0.34 0.10
H -1.418 1.151 -0.614 7.86 2.91 1.52 0.04
H -1.220 -0.648 1.231 0.66 1.62 -2.37 0.06
H 0.398 -1.152 0.832 -0.14 0.59 -0.65 0.13
H -1.870 -3.204 0.623 0.67 1.06 0.16 0.05
H -0.210 -3.360 0.281 0.37 0.37 -0.38 0.11
H -1.570 -3.465 -0.973 0.89 0.59 1.07 0.05
H 0.933 1.309 1.107 -2.05 -0.63 0.20 0.00
H 0.299 2.589 0.681 -6.13 -0.96 -0.50 0.04
C 3.484 7.670 0.150 -0.57 -0.27 0.61 -0.07
C 3.691 6.208 -0.216 0.62 -0.22 -0.56 -0.43
C 2.456 5.289 0.078 1.71 -0.25 0.55 -0.15
O 2.911 3.905 0.076 -1.27 -0.15 -1.20 -0.15
C 1.809 2.990 -0.144 1.64 3.06 -0.45 -0.13
N 4.109 6.088 -1.633 -0.58 -0.43 0.25 0.03
H 3.675 7.705 1.222 -0.64 0.35 0.21 0.08
H 2.472 7.967 -0.122 -0.06 0.25 0.28 0.08
H 4.158 8.430 -0.247 0.25 -0.53 -0.54 0.08
H 4.510 5.860 0.413 -0.01 -0.36 0.30 0.12
H 1.662 5.498 -0.639 -0.04 -0.24 -0.13 0.13
H 2.112 5.363 1.109 -0.29 1.01 0.01 0.12
H 1.117 2.785 0.673 6.49 3.64 -0.03 0.03
H 2.223 2.011 -0.383 -0.91 3.10 0.64 -0.01
H 1.165 3.261 -0.981 0.13 0.63 -0.18 0.13
H 4.969 6.593 -1.795 0.01 0.39 0.16 0.07
H 4.375 5.126 -1.790 -0.18 -0.34 -0.16 0.06
C 2.349 0.307 0.435 1.68 -0.30 0.82 -0.07
C 3.449 0.821 -0.498 1.87 -2.50 -0.44 -0.37
C 4.815 0.862 0.257 0.20 -1.05 0.43 -0.14
O 5.245 -0.440 0.720 -1.26 0.93 -1.56 -0.20
C 6.614 -0.623 0.895 -0.15 -0.72 0.41 -0.13
N 3.276 0.037 -1.735 1.19 -0.28 0.08 0.07
H 2.735 -0.323 1.236 0.28 0.37 -0.07 0.12
H 1.476 -0.212 0.039 1.62 -0.01 -0.32 0.07
H 1.936 1.256 0.778 2.51 -1.58 0.72 0.03
H 3.374 1.852 -0.843 0.79 -0.47 0.01 0.11
H 4.823 1.450 1.175 -0.83 0.59 0.04 0.13
H 5.522 1.406 -0.370 0.52 -0.56 -0.40 0.12
H 6.679 -1.705 1.010 0.53 0.00 0.00 0.09
H 6.942 -0.170 1.831 0.32 0.27 0.01 0.09
H 7.218 -0.304 0.046 0.03 0.16 -0.05 0.09
H 3.217 -0.948 -1.518 0.07 -0.16 0.07 0.09
H 4.020 0.137 -2.411 0.26 0.18 0.00 0.08
C -4.403 -4.793 -4.374 0.46 -0.23 -0.14 -0.06
C -3.312 -3.958 -3.651 0.19 -1.20 -0.84 -0.42
C -2.085 -4.762 -3.222 0.87 0.41 1.24 -0.12
O -1.208 -3.913 -2.361 0.65 -2.39 -3.70 -0.30
C 0.209 -4.284 -2.438 -0.90 0.79 0.26 -0.06
N -2.776 -2.859 -4.468 -1.26 -0.02 0.24 0.05
H -4.114 -5.473 -5.176 0.53 0.32 -0.32 0.07
H -5.143 -4.095 -4.766 -0.04 -0.08 0.05 0.08
H -4.878 -5.475 -3.669 -0.14 0.24 0.27 0.07
H -3.935 -3.672 -2.804 0.88 0.71 0.21 0.11
H -1.464 -5.004 -4.084 -0.32 -0.35 -0.27 0.12
H -2.307 -5.649 -2.630 -0.11 -0.23 -0.11 0.13
H 0.463 -5.292 -2.112 -0.55 -0.33 -0.19 0.09
H 0.735 -3.640 -1.734 -0.18 0.23 -0.15 0.07
H 0.595 -4.093 -3.439 -0.06 -0.10 -0.10 0.09
H -2.339 -3.270 -5.280 0.14 0.00 -0.15 0.08
H -2.067 -2.412 -3.904 0.20 0.12 -0.21 0.04

---

(2)
11
Properties=species:S:1:pos:R:3:forces:R:3:lowdin_charge:R:1 method="wB97M-V/def2-TZVPD" homo_ev=-9.73 lumo_energy_ha=0.0230 e_above_lowest_kcal_mol=79.1 total_charge=0
C 1.210 -0.853 0.259 -2.12 1.05 1.95 -0.20
N -2.727 -0.565 -0.063 0.37 -0.70 1.92 -0.34
N -2.241 -1.050 0.809 0.69 -0.81 0.63 0.23
O -3.310 -0.025 -0.887 -1.25 1.29 -2.48 0.12
O -0.600 1.003 -0.195 -1.20 0.05 0.04 -0.52
O 1.764 1.624 -0.475 -0.31 0.41 0.14 -0.37
S 0.611 0.848 0.586 0.98 1.16 -1.61 0.90
H 1.956 -0.634 -0.402 1.86 -0.58 -2.18 0.01
H 1.505 -1.275 1.172 1.57 0.00 1.62 0.03
H 0.391 -1.541 0.150 -0.65 0.24 -1.62 0.04
H 1.441 2.468 -0.954 0.07 -2.11 1.58 0.10